The following is a quantum chemistry calculation of a molecular structure, C21H49BrMnN3O5 in a non-equilibrium geometry, from OMol25.

Values from the calculation:
Multiplicity: 7
F_max: 3.9 eV Å⁻¹
<S²>: 12.002
Orbital gap (spin up / spin down): 7.58 / 6.65 eV
DFT total energy: -5094.72518 Eh

Atoms and positions in Å:
Mn (-2.735, 3.780, 2.344)
Br (-1.254, 2.596, 0.805)
C (1.700, 0.738, -5.619)
O (2.441, 1.354, -4.543)
C (3.260, 2.471, -4.950)
C (4.104, 3.050, -3.738)
N (3.977, 2.322, -2.456)
C (2.607, 2.447, -1.959)
C (2.476, 2.426, -0.401)
O (3.102, 1.323, 0.201)
C (3.329, 1.344, 1.542)
H (0.757, 1.267, -5.754)
H (1.239, -0.212, -5.350)
H (2.288, 0.637, -6.531)
H (2.574, 3.261, -5.255)
H (3.805, 2.093, -5.816)
H (3.941, 4.123, -3.636)
H (5.129, 2.977, -4.101)
H (4.531, 1.479, -2.417)
H (2.131, 1.509, -2.244)
H (2.107, 3.331, -2.357)
H (1.467, 2.647, -0.053)
H (3.013, 3.358, -0.220)
H (2.439, 1.559, 2.133)
H (4.159, 1.979, 1.851)
H (3.600, 0.327, 1.828)
C (-1.029, -1.169, 7.002)
O (-0.745, -0.251, 6.015)
C (0.657, 0.011, 6.014)
C (0.971, 0.887, 4.782)
N (-0.005, 0.743, 3.633)
C (0.014, -0.663, 3.122)
C (-1.399, -0.988, 2.552)
O (-2.384, -0.556, 3.595)
C (-3.792, -0.822, 3.223)
H (-2.100, -1.340, 7.108)
H (-0.632, -0.767, 7.934)
H (-0.470, -2.095, 6.864)
H (1.374, -0.810, 6.015)
H (0.932, 0.500, 6.949)
H (2.010, 0.907, 4.451)
H (0.713, 1.848, 5.227)
H (0.338, 1.357, 2.908)
H (0.132, -1.459, 3.857)
H (0.671, -0.749, 2.256)
H (-1.710, -2.008, 2.326)
H (-1.613, -0.384, 1.670)
H (-4.030, -0.720, 2.164)
H (-4.389, -0.180, 3.871)
H (-4.130, -1.828, 3.473)
C (-3.178, -1.198, -3.178)
C (-2.687, -0.951, -1.699)
C (-2.995, -2.321, -0.957)
C (-1.902, -3.450, -0.986)
C (-0.580, -2.752, -0.743)
C (-0.193, -1.657, -1.745)
N (-1.250, -0.621, -1.618)
O (-0.967, 0.692, -2.064)
C (1.116, -0.977, -1.141)
C (0.080, -2.028, -3.163)
C (-3.528, 0.174, -0.963)
H (-4.267, -1.186, -3.125)
H (-2.886, -0.373, -3.828)
H (-2.829, -2.130, -3.622)
H (-3.336, -2.108, 0.056)
H (-3.865, -2.612, -1.544)
H (-2.084, -4.197, -0.213)
H (-2.042, -3.882, -1.977)
H (0.215, -3.493, -0.660)
H (-0.630, -2.229, 0.212)
H (1.899, -1.729, -1.232)
H (0.897, -0.744, -0.099)
H (1.560, -0.229, -1.797)
H (1.059, -2.458, -3.372)
H (-0.045, -1.128, -3.765)
H (-0.773, -2.598, -3.531)
H (-4.580, 0.009, -1.198)
H (-3.455, 0.131, 0.123)
H (-3.286, 1.201, -1.238)
H (-1.035, 1.193, -1.248)

Atomic forces in eV per Å
Mn 0.16 -0.25 -0.04
Br -0.10 0.18 0.12
C -0.44 0.76 0.90
O 0.04 -0.77 -0.37
C -1.53 -0.38 0.70
C 0.73 -1.87 -0.56
N 0.24 3.00 -1.04
C -0.03 -3.55 1.63
C 1.27 2.21 -0.97
O -0.45 -0.29 -2.26
C 0.14 -0.56 1.37
H 0.19 0.87 -0.66
H 1.05 -0.42 0.55
H -0.05 0.09 -0.06
H -0.01 0.19 -0.48
H 0.64 0.49 0.02
H -0.44 -0.12 0.26
H 0.28 -0.04 0.35
H -0.89 -0.15 0.15
H -0.84 0.58 -0.57
H 0.11 -0.19 -0.01
H -0.32 -0.65 -0.10
H 0.52 0.21 1.06
H -0.25 0.43 0.07
H 0.02 0.43 -0.04
H 0.14 -0.12 -0.02
C 0.27 -0.24 1.17
O 1.33 0.12 -0.84
C 0.14 0.16 -1.07
C -2.03 1.29 0.25
N 1.44 -1.65 1.47
C -2.19 0.16 -1.13
C -1.99 1.52 1.47
O -1.02 -0.76 -1.58
C 1.51 -0.06 0.86
H 0.10 0.02 -0.28
H -0.24 -0.02 0.65
H -0.23 -0.44 -0.27
H -0.74 -1.20 -0.16
H -0.07 0.61 0.08
H 0.18 -0.38 0.31
H 0.41 0.65 -0.64
H -0.07 -0.02 -0.24
H 0.78 0.58 0.35
H 0.53 -0.39 0.22
H 0.93 -0.41 -0.05
H 0.14 0.11 -0.25
H 0.26 0.56 -0.10
H 0.03 0.31 -0.34
H 0.44 -0.44 0.15
C -0.11 1.23 0.80
C 0.63 -0.47 -0.05
C -0.10 0.37 -0.33
C -1.17 2.05 -0.42
C 0.39 -0.44 -0.42
C 1.09 2.48 1.50
N -1.04 -0.62 1.50
O 0.14 -0.85 -0.77
C -0.63 -1.63 -1.18
C -1.05 0.10 -1.09
C 0.10 -0.75 -0.74
H -0.11 -0.23 -0.31
H 0.12 0.05 -0.02
H 0.00 -0.02 0.26
H 0.21 -0.03 0.14
H -0.26 -0.60 0.53
H -0.16 -0.02 -0.14
H 0.68 -0.44 0.02
H 0.27 0.03 -0.14
H -0.07 -0.15 0.16
H 0.04 -0.45 0.64
H 0.45 0.55 -0.20
H -0.77 0.59 0.46
H -0.21 -0.29 0.10
H 0.48 0.30 0.08
H 0.41 -0.79 -0.16
H -0.12 0.01 -0.06
H 0.36 -0.27 -0.02
H 0.13 -0.19 -0.35
H 0.20 0.29 0.17